Model P:
Computed, not measured: an isolated molecule of C21H27ClN2O5, with the ωB97M-V functional and the def2-TZVPD basis.

Each line ends with the Löwdin charge.
Atoms and positions in Å:
C1 -6.29 3.13 0.31  -0.065
O1 -5.99 1.74 0.22  -0.125
C2 -4.70 1.44 0.54  -0.290
C3 -3.75 1.31 -0.48  -0.166
C4 -4.14 1.53 -1.91  -0.010
C5 -2.45 0.97 -0.14  0.043
C6 -2.09 0.72 1.18  -0.123
C7 -0.67 0.32 1.46  -0.435
O2 0.25 0.72 0.77  0.066
N1 -0.48 -0.52 2.50  0.071
C8 0.82 -1.10 2.75  -0.170
C9 1.15 -2.23 1.78  -0.150
C10 2.51 -2.84 2.02  -0.223
O3 3.49 -1.83 1.90  -0.149
C11 4.79 -2.34 1.65  -0.209
C12 5.70 -1.16 1.38  -0.152
N2 5.17 -0.26 0.36  0.062
C13 4.90 -0.79 -0.89  -0.510
O4 5.69 -1.47 -1.51  0.087
C14 3.62 -0.36 -1.43  0.110
C15 2.54 0.01 -1.80  0.050
C16 1.22 0.46 -2.22  -0.297
C17 1.16 1.02 -3.65  -0.108
C18 -0.33 0.88 -3.99  -0.176
O5 -0.87 -0.09 -3.08  -0.148
C19 0.18 -0.66 -2.32  -0.165
C20 -3.04 0.84 2.19  -0.054
C21 -4.33 1.20 1.86  -0.560
Cl1 -5.52 1.34 3.11  0.722
H1 -7.33 3.25 0.02  0.095
H2 -6.15 3.50 1.33  0.074
H3 -5.66 3.71 -0.37  0.090
H4 -3.36 1.16 -2.58  0.071
H5 -5.08 1.01 -2.14  0.091
H6 -4.30 2.59 -2.12  0.085
H7 -1.71 0.87 -0.92  0.107
H8 -1.29 -0.98 2.88  0.134
H9 1.57 -0.31 2.66  0.121
H10 0.84 -1.46 3.78  0.127
H11 0.39 -3.02 1.85  0.122
H12 1.12 -1.83 0.76  0.107
H13 2.57 -3.31 3.01  0.128
H14 2.70 -3.63 1.28  0.125
H15 5.16 -2.92 2.50  0.130
H16 4.77 -3.00 0.77  0.126
H17 5.84 -0.57 2.29  0.122
H18 6.68 -1.52 1.07  0.123
H19 4.36 0.24 0.71  0.124
H20 0.85 1.19 -1.50  0.136
H21 1.51 2.05 -3.71  0.121
H22 1.77 0.41 -4.31  0.122
H23 -0.88 1.82 -3.84  0.116
H24 -0.49 0.55 -5.02  0.118
H25 0.61 -1.53 -2.83  0.135
H26 -0.21 -0.96 -1.35  0.113
H27 -2.78 0.68 3.23  0.112

Frontier orbital gap (hartree): 0.3602
HOMO level (eV): -9.23

=====

Model Q:
Computed, not measured: an isolated molecule of C21H27ClN2O5, with the ωB97M-V functional and the def2-TZVPD basis.

Each line ends with the Löwdin charge.
Atoms and positions in Å:
C1 3.71 1.23 -6.31  -0.066
O1 2.30 1.25 -6.13  -0.126
C2 1.91 1.22 -4.82  -0.289
C3 1.56 0.00 -4.23  -0.173
C4 1.65 -1.27 -5.03  -0.018
C5 1.12 0.00 -2.92  0.037
C6 1.05 1.17 -2.18  -0.122
C7 0.56 1.06 -0.76  -0.415
O2 -0.10 0.10 -0.40  0.055
N1 0.92 2.05 0.09  0.076
C8 0.51 2.01 1.49  -0.173
C9 -0.88 2.57 1.72  -0.148
C10 -1.21 2.64 3.19  -0.228
O3 -1.17 1.32 3.71  -0.150
C11 -1.29 1.25 5.10  -0.212
C12 -1.57 -0.19 5.46  -0.168
N2 -2.92 -0.61 5.13  0.058
C13 -3.39 -0.73 3.84  -0.509
O4 -4.51 -0.38 3.53  0.078
C14 -2.50 -1.37 2.89  0.098
C15 -1.80 -1.86 2.04  0.058
C16 -1.00 -2.45 0.99  -0.301
C17 -0.30 -3.77 1.34  -0.115
C18 0.03 -4.30 -0.06  -0.194
O5 -0.98 -3.80 -0.93  -0.129
C19 -1.80 -2.87 -0.24  -0.152
C20 1.39 2.38 -2.77  -0.054
C21 1.81 2.40 -4.08  -0.561
Cl1 2.20 3.91 -4.84  0.724
H1 3.89 1.24 -7.39  0.095
H2 4.18 2.10 -5.86  0.074
H3 4.15 0.32 -5.88  0.091
H4 1.07 -2.06 -4.55  0.083
H5 1.27 -1.12 -6.04  0.088
H6 2.68 -1.61 -5.12  0.085
H7 0.83 -0.93 -2.45  0.127
H8 1.56 2.76 -0.21  0.128
H9 0.55 0.97 1.83  0.121
H10 1.25 2.57 2.07  0.128
H11 -0.95 3.58 1.30  0.120
H12 -1.62 1.94 1.21  0.125
H13 -0.47 3.27 3.72  0.126
H14 -2.20 3.07 3.36  0.130
H15 -0.36 1.58 5.59  0.129
H16 -2.11 1.89 5.46  0.131
H17 -0.85 -0.85 4.97  0.125
H18 -1.45 -0.32 6.54  0.122
H19 -3.64 -0.21 5.72  0.139
H20 -0.26 -1.70 0.67  0.119
H21 0.59 -3.64 1.96  0.119
H22 -0.99 -4.43 1.85  0.122
H23 1.01 -3.94 -0.40  0.116
H24 0.04 -5.39 -0.10  0.116
H25 -2.74 -3.35 0.07  0.130
H26 -2.02 -2.03 -0.90  0.125
H27 1.28 3.33 -2.25  0.108

Frontier orbital gap (hartree): 0.3601
HOMO level (eV): -9.26

=====

It comes down to model P, which is 0.110 eV more stable than the next structure.

=====

Model P:
Computed, not measured: the ion C5H11NO with charge +1, with the ωB97M-V functional and the def2-TZVPD basis.

Each line ends with the Löwdin spin population.
Atoms and positions in Å:
O1 -0.21 -1.32 2.34  0.216
C1 0.68 -0.64 1.96  0.087
C2 0.75 0.23 0.68  0.131
C3 -0.62 0.45 -0.01  0.087
C4 -0.39 1.49 -1.13  0.024
C5 -1.21 -0.83 -0.56  0.016
N1 1.61 -0.67 -0.04  0.357
H1 1.46 -0.41 2.71  0.038
H2 1.20 1.21 0.81  0.000
H3 -1.28 0.88 0.76  0.001
H4 -0.26 0.88 -2.04  0.001
H5 -1.30 2.01 -1.42  0.007
H6 0.45 2.16 -1.10  0.000
H7 -1.10 -1.58 0.22  0.005
H8 -0.74 -1.28 -1.43  0.003
H9 -2.29 -0.80 -0.75  0.002
H10 1.19 -1.58 -0.17  0.009
H11 2.07 -0.22 -0.82  0.016

Spin multiplicity: 2
Charge: +1
Frontier orbital gap (alpha / beta) (hartree): 0.4094 / 0.2310
HOMO level (alpha / beta) (eV): -15.60 / -15.17
Expectation value of S²: 0.758

=====

Model Q:
Computed, not measured: the ion C5H11NO with charge +1, with the ωB97M-V functional and the def2-TZVPD basis.

Each line ends with the Löwdin spin population.
Atoms and positions in Å:
C1 -0.95 0.63 -1.83  0.008
O1 -1.12 -0.76 -1.51  0.043
C2 0.43 0.79 -1.35  0.044
C3 0.46 1.21 0.17  0.072
C4 -0.14 0.29 1.07  0.379
C5 0.60 -0.78 1.61  0.172
N1 0.18 -2.01 2.08  0.203
H1 -1.15 0.60 -2.92  0.005
H2 -1.77 1.16 -1.29  0.001
H3 -0.96 -0.81 -0.53  0.007
H4 1.05 1.23 -2.11  0.000
H5 1.00 -0.30 -1.43  -0.001
H6 1.51 1.67 0.29  0.023
H7 -0.07 2.14 0.25  0.001
H8 -1.06 0.49 1.60  0.014
H9 1.62 -0.46 1.83  0.017
H10 -0.43 -2.54 1.47  0.007
H11 0.83 -2.54 2.58  0.004

Spin multiplicity: 2
Charge: +1
Frontier orbital gap (alpha / beta) (hartree): 0.3192 / 0.2313
HOMO level (alpha / beta) (eV): -13.76 / -13.73
Expectation value of S²: 0.759

=====

Model R:
Computed, not measured: a cluster of 2 separate species, C5H11NO in total, with the ωB97M-V functional and the def2-TZVPD basis.

Each line ends with the Löwdin spin population.
Atoms and positions in Å:
C1 2.77 0.03 0.04  0.009
C2 1.56 0.95 -0.31  0.059
C3 0.28 0.37 0.15  0.291
C4 -0.90 0.73 -0.41  0.153
N1 -2.13 0.26 0.05  0.376
C5 -2.59 0.59 1.19  0.035
H1 2.83 -0.07 1.12  0.000
H2 3.76 0.37 -0.26  0.001
H3 2.56 -0.91 -0.47  0.000
H4 1.47 1.05 -1.39  0.007
H5 1.66 1.92 0.21  0.027
H6 0.22 -0.34 0.98  0.011
H7 -1.13 1.43 -1.23  0.004
H8 -3.13 -0.20 1.74  0.008
H9 -2.62 1.58 1.65  0.015
H10 -2.32 -2.64 -1.14  0.000
H11 -0.86 -2.19 -0.91  0.001
O1 -1.43 -2.94 -1.01  0.002

Spin multiplicity: 2
Charge: +1
Frontier orbital gap (alpha / beta) (hartree): 0.3515 / 0.2442
HOMO level (alpha / beta) (eV): -14.75 / -14.75
Expectation value of S²: 0.765

=====

It comes down to model P, which is 0.596 eV more stable than the next structure.

=====

Model P:
Computed, not measured: a cluster of 2 separate species, C4H8O in total, with the ωB97M-V functional and the def2-TZVPD basis.

Each line ends with the Löwdin charge.
Atoms and positions in Å:
C1 0.29 -1.32 1.19  -0.166
C2 -0.07 -0.58 -0.09  -0.298
C3 -0.54 0.87 0.02  -0.200
C4 -0.06 1.33 -1.33  -0.207
O1 1.07 1.06 -1.75  0.017
H1 -0.54 -1.53 1.88  0.063
H2 1.06 -0.78 1.75  0.063
H3 0.72 -2.30 0.92  0.062
H4 1.18 0.01 -0.90  0.208
H5 -0.86 -1.13 -0.64  0.096
H6 -1.59 1.15 0.20  0.110
H7 0.07 1.39 0.79  0.123
H8 -0.72 1.82 -2.03  0.128

Frontier orbital gap (hartree): 0.3148
HOMO level (eV): -8.18

=====

Model Q:
Computed, not measured: an isolated molecule of C4H8O, with the ωB97M-V functional and the def2-TZVPD basis.

Each line ends with the Löwdin charge.
Atoms and positions in Å:
C1 -1.73 -0.72 0.17  -0.045
C2 0.35 0.19 0.65  -0.151
O1 -0.85 0.32 -0.61  -0.122
C3 1.49 -0.42 -0.08  -0.206
C4 1.41 1.06 0.07  -0.214
H1 -1.47 -1.50 0.86  0.071
H2 -2.07 -1.22 -0.75  0.085
H3 -2.65 -0.24 0.57  0.090
H4 -1.26 1.14 -0.28  0.124
H5 2.17 -1.02 0.52  0.090
H6 1.34 -0.80 -1.09  0.097
H7 2.05 1.56 0.79  0.087
H8 1.21 1.67 -0.82  0.093

Frontier orbital gap (hartree): 0.3081
HOMO level (eV): -7.60

=====

It comes down to model P, which is 2.766 eV more stable than the next structure.

=====

Model P:
Computed, not measured: an isolated molecule of C4H8O, with the ωB97M-V functional and the def2-TZVPD basis.

Each line ends with the Löwdin charge.
Atoms and positions in Å:
C1 -1.39 -1.36 0.67  -0.153
C2 -0.83 -0.07 0.22  0.001
O1 0.28 2.07 -1.07  -0.097
C3 0.58 -0.15 -0.19  -0.241
C4 1.20 1.25 -0.39  -0.304
H1 -1.20 -1.32 1.76  0.104
H2 -0.90 -2.27 0.29  0.078
H3 -2.47 -1.42 0.56  0.067
H4 -0.58 1.86 -0.66  0.046
H5 1.21 -0.83 0.40  0.125
H6 0.49 -0.63 -1.19  0.148
H7 1.47 1.67 0.59  0.113
H8 2.11 1.20 -1.00  0.113

Frontier orbital gap (hartree): 0.3168
HOMO level (eV): -8.72

=====

Model Q:
Computed, not measured: an isolated molecule of C4H8O, with the ωB97M-V functional and the def2-TZVPD basis.

Each line ends with the Löwdin charge.
Atoms and positions in Å:
C1 0.37 -0.90 -1.14  -0.104
C2 0.27 0.54 -0.64  -0.276
C3 -0.90 0.82 0.34  -0.223
C4 0.01 0.67 1.54  -0.107
O1 -0.08 -0.60 1.94  -0.010
H1 0.42 -1.58 -0.29  0.064
H2 1.28 -1.03 -1.74  0.071
H3 -0.48 -1.20 -1.76  0.075
H4 0.34 1.29 -1.43  0.112
H5 -1.73 0.11 0.30  0.111
H6 -1.26 1.85 0.26  0.100
H7 1.13 0.77 0.03  0.081
H8 0.62 -0.73 2.59  0.104

Frontier orbital gap (hartree): 0.3478
HOMO level (eV): -8.49

=====

Model R:
Computed, not measured: a structure of composition C4H8O, with the ωB97M-V functional and the def2-TZVPD basis.

Each line ends with the Löwdin charge.
Atoms and positions in Å:
C1 -0.83 1.12 -0.79  -0.071
C2 -0.04 0.36 0.28  -0.304
C3 -0.42 -1.14 0.38  -0.150
O1 0.76 -1.50 -0.37  -0.102
C4 1.33 -0.27 -0.01  -0.206
H1 -0.36 2.08 -1.00  0.074
H2 -1.85 1.32 -0.43  0.080
H3 -0.91 0.56 -1.72  0.083
H4 -0.01 0.91 1.21  0.124
H5 -1.35 -1.49 -0.08  0.122
H6 -0.34 -1.54 1.41  0.120
H7 1.90 -0.32 1.14  0.149
H8 2.37 -0.04 -0.02  0.082

Frontier orbital gap (hartree): 0.3682
HOMO level (eV): -8.98

=====

Model S:
Computed, not measured: an isolated molecule of C4H8O, with the ωB97M-V functional and the def2-TZVPD basis.

Each line ends with the Löwdin charge.
Atoms and positions in Å:
C1 -1.74 0.49 0.10  -0.113
C2 -0.58 -0.48 0.24  -0.208
C3 0.66 -0.02 -0.50  -0.321
C4 2.00 -0.04 0.10  -0.125
O1 1.60 -1.03 -0.83  -0.045
H1 -2.64 0.10 0.58  0.070
H2 -1.51 1.46 0.56  0.075
H3 -1.98 0.67 -0.96  0.073
H4 -0.85 -1.46 -0.17  0.117
H5 -0.34 -0.65 1.30  0.113
H6 0.48 0.70 -1.31  0.142
H7 2.78 0.64 -0.25  0.108
H8 2.11 -0.39 1.13  0.113

Frontier orbital gap (hartree): 0.4183
HOMO level (eV): -10.20

=====

It comes down to model S, which is 1.538 eV more stable than the next structure.

=====

Model P:
Computed, not measured: an isolated molecule of C4H8O, with the ωB97M-V functional and the def2-TZVPD basis.

Each line ends with the Löwdin charge.
Atoms and positions in Å:
C1 1.54 0.72 -0.37  -0.115
C2 0.99 -0.38 0.50  -0.324
C3 -1.23 -0.40 -0.20  -0.278
C4 -1.52 0.86 0.18  -0.003
H1 2.71 0.84 -0.03  0.115
H2 0.78 1.69 -0.18  0.103
H3 1.42 0.32 -1.57  0.149
H4 0.69 -0.02 1.48  0.115
H5 1.77 -1.14 0.62  0.119
H6 -2.05 -0.93 -0.77  0.136
H7 -0.78 1.39 0.77  0.036
H8 -2.50 1.25 0.04  0.042
O1 -0.09 -1.03 -0.13  -0.095

Frontier orbital gap (hartree): 0.3619
HOMO level (eV): -8.79

=====

Model Q:
Computed, not measured: a cluster of 2 separate species, C4H8O in total, with the ωB97M-V functional and the def2-TZVPD basis.

Each line ends with the Löwdin charge.
Atoms and positions in Å:
C1 -0.58 1.60 1.05  -0.238
C2 -0.78 1.30 -0.38  0.041
C3 0.76 -0.66 -0.97  -0.188
C4 0.67 -1.97 -0.34  -0.145
O1 -0.21 -0.93 0.07  -0.151
H1 -1.11 1.00 1.80  0.069
H2 0.47 1.72 1.34  0.066
H3 -1.01 2.62 1.06  0.097
H4 -1.77 0.82 -0.48  0.015
H5 0.35 -0.49 -1.96  0.106
H6 1.55 0.03 -0.69  0.109
H7 1.40 -2.25 0.41  0.110
H8 0.18 -2.79 -0.86  0.110

Frontier orbital gap (hartree): 0.3248
HOMO level (eV): -8.21

=====

It comes down to model P, which is 3.336 eV more stable than the next structure.